(1)
Density functional theory data (ωB97M-V with the def2-TZVPD basis set) for a single C5H14N2 molecule at a distorted geometry.

```
21
Properties=species:S:1:pos:R:3
N -2.48839 1.25364 -0.10938
C -2.52499 -0.19368 -0.37385
C -1.09733 -0.85691 -0.01799
N -0.14976 0.08213 0.62018
C 1.84423 -1.11748 -0.46366
C 1.07497 0.18516 -0.17372
C 2.13952 1.09769 0.45879
H -3.17258 1.47350 0.60598
H -1.62043 1.58114 0.29198
H -3.21584 -0.71056 0.29495
H -2.87906 -0.32126 -1.40783
H -0.77540 -1.24790 -0.97205
H -1.25811 -1.66608 0.67994
H 0.05174 -0.23204 1.56329
H 1.21379 -2.00252 -0.39635
H 2.16629 -1.01966 -1.50611
H 2.73252 -1.36210 0.14395
H 0.82791 0.71473 -1.10335
H 1.65651 2.10806 0.60931
H 2.48952 1.01380 1.47574
H 2.98490 1.22035 -0.21983
```

## Properties
Frontier orbital gap (Ha): 0.3615
M (g/mol): 102.2
Relative energy (zero: lowest compared OMol25 entry of this formula, charge and spin) (kJ/mol): 145.50
Energy (Eh): -308.3676

***

(2)
Density functional theory data (ωB97M-V with the def2-TZVPD basis set) for a single C5H7N molecule.

```
13
Properties=species:S:1:pos:R:3
C -1.91616 0.55778 0.02771
N -0.61392 0.33118 0.05190
C -0.09750 -1.06503 0.12238
C 1.37042 -0.92085 -0.15020
C 1.64773 0.39804 -0.11538
C 0.44697 1.16716 0.06283
H -2.28603 1.56743 0.13180
H -0.67362 -1.70284 -0.55362
H -2.57335 -0.26722 -0.20197
H -0.27629 -1.39633 1.15278
H 2.04564 -1.75437 -0.28168
H 2.62607 0.84965 -0.23932
H 0.30004 2.23540 -0.00724
```

## Properties
Frontier orbital gap (spin up / spin down) (Ha): 0.2631 / 0.2634
M (g/mol): 81.1
Relative energy (zero: lowest compared OMol25 entry of this formula, charge and spin) (kJ/mol): 251.70
Energy (Eh): -249.3774

***

(3)
Density functional theory data (ωB97M-V with the def2-TZVPD basis set) for a molecular structure, C2H2N2O2S2 at a distorted geometry.

```
10
Properties=species:S:1:pos:R:3
C 0.22931 0.57026 0.32596
C -0.55626 -0.20889 -0.40518
N 0.17884 1.94672 0.13336
N 0.67586 -1.93793 0.32121
O -0.57893 -1.54644 -0.27430
O -1.34534 0.43092 -1.30613
S 1.17050 -0.82934 1.58898
S -1.26944 2.08897 -0.81488
H 1.01555 2.33301 -0.31309
H 0.47991 -2.84729 0.74408
```

## Properties
Frontier orbital gap (Ha): 0.2739
M (g/mol): 150.2
Relative energy (zero: lowest compared OMol25 entry of this formula, charge and spin) (kJ/mol): 545.34
Energy (Eh): -1133.5782

***

(4)
Density functional theory data (ωB97M-V with the def2-TZVPD basis set) for a single C3H7N3S2 molecule at a distorted geometry.

```
15
Properties=species:S:1:pos:R:3
C 1.84326 -0.62810 -0.05730
C 0.45134 -0.64787 -0.02502
C -0.37051 0.46758 0.04281
H 3.58547 -1.94009 -0.02806
H 1.96756 -2.75879 -0.06757
H 3.73511 0.22742 0.28371
H 2.32771 1.20414 0.35274
H 0.00173 -1.67045 -0.16388
H -2.31861 1.17087 -0.10873
H -3.14084 -1.12440 1.17594
N 2.51142 -1.84656 0.05224
N 2.76505 0.37345 -0.04530
N -1.72355 0.35578 0.25392
S 0.04503 2.15176 -0.05894
S -2.70586 -1.05408 -0.13063
```

## Properties
Frontier orbital gap (Ha): 0.3033
M (g/mol): 149.2
Relative energy (zero: lowest compared OMol25 entry of this formula, charge and spin) (kJ/mol): 123.29
Energy (Eh): -1079.1199

***

(5)
Density functional theory data (ωB97M-V with the def2-TZVPD basis set) for 2 unconnected molecules or ions with the total composition C4H10NP at a distorted geometry.

```
16
Properties=species:S:1:pos:R:3
C -0.40564 -0.80194 0.05094
C 0.25196 -2.09684 -0.27121
C -0.31489 1.52583 0.26127
C 1.84208 0.44359 -0.12263
N 0.34673 0.23194 -0.08859
P -4.06317 0.22274 -0.26119
H -0.23991 -2.74351 0.55535
H -0.06844 -2.34414 -1.23207
H 1.33278 -2.03514 -0.35585
H -1.48323 1.45853 0.34645
H -0.12224 1.75526 1.20748
H -0.09197 2.21095 -0.50611
H 2.20263 -0.51125 -0.42135
H 2.10075 1.09100 -0.96857
H 2.30959 0.76360 0.79373
H -3.59701 0.82938 1.01235
```

## Properties
Frontier orbital gap (spin up / spin down) (Ha): 0.2473 / 0.2471
M (g/mol): 103.1
Relative energy (zero: lowest compared OMol25 entry of this formula, charge and spin) (kJ/mol): 546.20
Energy (Eh): -554.2767

***

(6)
Density functional theory data (ωB97M-V with the def2-TZVPD basis set) for a single C4H6O2 molecule.

```
12
Properties=species:S:1:pos:R:3
C 0.66347 1.60881 -1.24413
C 1.20487 0.51422 -0.38102
O 2.31329 0.08593 -0.33446
C -0.30297 -1.13561 0.13398
O 0.21340 0.02498 0.50912
C -1.24747 -1.56196 1.21632
H 1.42721 1.93821 -1.94715
H -0.21665 1.24632 -1.78194
H 0.34710 2.44814 -0.61750
H -1.50353 -0.78469 1.94690
H -2.14894 -1.98945 0.76584
H -0.74977 -2.39488 1.73405
```

## Properties
Frontier orbital gap (Ha): 0.3563
M (g/mol): 86.1
Relative energy (zero: lowest compared OMol25 entry of this formula, charge and spin) (kJ/mol): 272.13
Energy (Eh): -306.4026

***

(7)
Density functional theory data (ωB97M-V with the def2-TZVPD basis set) for 2 unconnected molecules or ions with the total composition CH2N3O3 at a distorted geometry.

```
9
Properties=species:S:1:pos:R:3
C -0.00032 0.12840 -0.22344
N -1.59108 1.48697 -1.06344
N -0.54514 -0.46959 0.73378
N 1.17424 0.06395 -0.80074
O 1.74676 0.86844 -1.64634
O -2.51323 1.53044 -0.29927
O 0.34737 -1.23895 1.65238
H 1.67140 -0.83293 -0.65974
H -0.29000 -1.53674 2.30681
```

## Properties
Frontier orbital gap (spin up / spin down) (Ha): 0.2515 / 0.2525
M (g/mol): 104.0
Relative energy (zero: lowest compared OMol25 entry of this formula, charge and spin) (kJ/mol): 697.10
Energy (Eh): -429.0676
Total charge: -1

***

(8)
Density functional theory data (ωB97M-V with the def2-TZVPD basis set) for a molecular structure, C20H43AuN2P3SSe at a distorted geometry.

```
71
Properties=species:S:1:pos:R:3
Au -0.03198 -0.43629 0.27338
P -1.34025 -2.30978 1.11411
P 1.83618 -0.68567 2.28502
P 1.51660 -1.65139 -1.22014
H -2.69066 4.15096 -6.20824
C -2.69209 3.19652 -6.74977
C -3.69072 2.30010 -6.61791
H -4.61821 2.52884 -6.08547
C -2.71373 -1.91293 2.25700
C -0.42472 -3.56253 2.06287
C -2.08384 -3.20883 -0.27337
C 3.05992 0.67060 2.32238
C 1.20279 -0.57403 3.99611
C 2.91964 -2.15518 2.42257
C 0.92085 -1.58915 -2.93000
C 1.79513 -3.40361 -0.85278
C 3.18153 -0.93315 -1.29146
H -1.87003 3.04880 -7.47233
H -3.65884 1.35142 -7.16148
H -3.22859 -1.00532 1.90604
H -2.30535 -1.71709 3.26086
H -3.43627 -2.74359 2.32246
H -0.03605 -3.13088 2.99190
H 0.41798 -3.95095 1.48451
H -1.07340 -4.40648 2.32832
H -2.72154 -2.52369 -0.84292
H -2.68742 -4.06314 0.05722
H -1.29211 -3.56865 -0.93871
H 3.73958 0.50436 3.17446
H 2.53085 1.62672 2.44427
H 3.62231 0.67526 1.37817
H 1.96490 -0.99846 4.66725
H 0.27164 -1.15258 4.07519
H 1.03636 0.48285 4.25333
H 3.53503 -2.01937 3.32590
H 3.57528 -2.25551 1.54603
H 2.31272 -3.06466 2.53857
H 1.63880 -2.10241 -3.58770
H 0.82852 -0.53508 -3.22718
H -0.06318 -2.07985 -2.97403
H 2.44857 -3.82629 -1.63049
H 0.84324 -3.95163 -0.85373
H 2.28797 -3.51068 0.12409
H 3.74018 -1.47566 -2.06631
H 3.70160 -1.03459 -0.32969
H 3.10758 0.12880 -1.56000
C 0.38334 2.21558 -2.20662
C -0.94473 1.92744 -2.60030
C -1.32611 2.16637 -3.92358
C -0.43764 2.75746 -4.82204
C 0.87621 3.04663 -4.43234
C 1.29732 2.75494 -3.13737
Se 0.99933 1.85155 -0.44684
H -0.69597 0.01171 -1.23740
H -1.68194 1.54118 -1.89805
H -2.33203 1.91019 -4.23095
H -0.76769 3.01759 -5.81243
H 1.54844 3.49863 -5.15150
H 2.33973 2.93239 -2.85031
S -1.98448 1.26539 1.35447
C -1.39948 1.74894 2.87584
N -1.86220 1.23509 4.03894
C -1.48149 2.04159 5.20157
C -0.58249 3.12275 4.58965
N -0.49449 2.72323 3.17403
H -2.68067 0.65003 3.97689
H -0.94811 1.40781 5.92376
H -2.37895 2.44854 5.69822
H 0.41107 3.12139 5.06514
H -1.03126 4.12494 4.67925
H -0.20248 3.35257 2.43365
```

## Properties
Frontier orbital gap (spin up / spin down) (Ha): 0.1940 / 0.1551
M (g/mol): 712.5
Expectation value of S²: 2.03
Energy (Eh): -4855.7382
Total charge: +3
2S+1: 3

***

(9)
Density functional theory data (ωB97M-V with the def2-TZVPD basis set) for a gas-phase ion, C3H9N4 (charge +1) at a distorted geometry.

```
16
Properties=species:S:1:pos:R:3
C 2.04532 -0.19964 -0.20107
C -2.05946 -0.72887 0.92029
C -0.01603 -0.75716 -0.39882
N 2.78511 0.53963 0.43971
N 0.55172 1.55282 -0.71005
N 0.79080 0.24393 -0.61975
N -1.35777 -0.54731 -0.35034
H 2.11472 -1.25898 -0.52615
H -3.06389 -0.34551 0.81960
H -2.26991 -1.77446 1.08505
H -1.41966 -0.39496 1.76627
H 0.34742 -1.62176 0.20839
H 2.44890 1.50163 0.65198
H -0.23458 1.86127 -1.29730
H 1.32078 2.07129 -0.78037
H -1.98347 -0.14192 -1.00743
```

## Properties
Frontier orbital gap (Ha): 0.3283
M (g/mol): 101.1
Relative energy (zero: lowest compared OMol25 entry of this formula, charge and spin) (kJ/mol): 428.80
Energy (Eh): -338.3575
Total charge: +1

***

(10)
Density functional theory data (ωB97M-V with the def2-TZVPD basis set) for a molecular structure, C10H10ClInNO3 at a distorted geometry.

```
26
Properties=species:S:1:pos:R:3
C -1.38875 2.47571 0.65495
C -1.59635 1.45543 -0.25358
C -0.49430 1.43011 -1.20086
H -2.51647 0.88986 -0.40543
C 0.50794 2.25131 -0.78131
C 0.02920 2.95289 0.50003
H -0.11553 4.01477 0.28691
H -2.07565 2.83041 1.42362
H -0.53305 0.89918 -2.14610
H 1.47477 2.51766 -1.21243
In 1.03472 -0.73826 0.32038
Cl -0.94415 -0.62356 1.60996
C 0.81666 -3.38915 0.22625
C 1.74776 -2.95857 -0.80173
C 1.00032 -2.79808 -2.01408
H 2.83518 -2.91770 -0.69549
C -0.35692 -3.11387 -1.74589
C -0.47232 -3.48714 -0.37696
H -1.37443 -3.86048 0.12215
H 1.09241 -3.70979 1.23430
H 1.43355 -2.55228 -2.99145
H -1.16983 -3.13221 -2.48487
O 0.46052 2.17784 3.72943
N 0.19913 2.90607 2.78793
O -0.54649 3.86955 2.69213
O 0.95210 2.61032 1.52215
```

## Properties
Frontier orbital gap (Ha): 0.1944
M (g/mol): 342.5
Relative energy (zero: lowest compared OMol25 entry of this formula, charge and spin) (kJ/mol): 0.00
Energy (Eh): -1317.6905
Total charge: -1

***

(11)
Density functional theory data (ωB97M-V with the def2-TZVPD basis set) for a single C4H5N2P molecule at a distorted geometry.

```
12
Properties=species:S:1:pos:R:3
C -1.17732 -0.72324 0.34470
C 1.11108 -1.29193 -0.36923
C 1.99893 -0.39169 0.29676
C -1.46880 0.65128 0.42884
N -0.14293 -1.32114 -0.18124
N -1.51060 1.66248 -0.36007
P 1.70283 1.22005 0.77959
H -1.82296 -1.30010 1.08029
H 1.55311 -2.12034 -0.92183
H 2.98851 -0.76709 0.19564
H -1.60276 2.65097 0.09636
H -1.62909 1.73075 -1.38982
```

## Properties
Frontier orbital gap (spin up / spin down) (Ha): 0.2572 / 0.2027
M (g/mol): 112.1
Relative energy (zero: lowest compared OMol25 entry of this formula, charge and spin) (kJ/mol): 505.60
Energy (Eh): -606.0590

***

(12)
Density functional theory data (ωB97M-V with the def2-TZVPD basis set) for 11 unconnected molecules or ions with the total composition C17H56O15 at a distorted geometry.

```
88
Properties=species:S:1:pos:R:3
O 4.53619 -1.38589 1.60767
H 4.32747 -2.23204 1.18363
H 5.37771 -1.52595 2.05665
O 0.56280 3.54042 -0.63147
H 0.64441 3.92132 0.24879
H 0.13050 2.68442 -0.47868
O 0.62009 -4.45733 -0.19689
H 1.50058 -4.08877 -0.01807
H 0.78712 -5.24923 -0.71987
O 4.90824 0.33875 -0.60935
H 4.55085 -0.05039 0.21171
H 4.60680 1.26163 -0.61397
C 3.98167 5.15513 -0.68109
C 3.80286 3.95031 -1.61979
O 3.42928 2.79895 -0.91367
O 2.87664 5.24790 0.18600
H 4.12969 6.06686 -1.27075
H 4.91855 4.94814 -0.14556
H 4.75550 3.72998 -2.11017
H 3.15252 4.20889 -2.46558
H 2.51879 2.90016 -0.61012
H 2.97851 6.03185 0.73023
C -5.19957 0.52980 2.48141
C -4.11138 0.64207 1.41312
O -3.07561 1.41416 2.05610
O -5.73614 1.82209 2.67798
H -4.80471 -0.00110 3.34940
H -5.97147 -0.13976 2.06754
H -4.46022 1.11316 0.49036
H -3.72775 -0.33690 1.12786
H -3.54714 2.17657 2.42064
H -6.35239 1.77396 3.41581
C -0.26859 -3.19635 -3.44906
C -1.14525 -2.18722 -2.70391
O -2.37357 -1.90721 -3.35330
O 0.35430 -2.60697 -4.57620
H -0.90512 -4.02082 -3.79109
H 0.39170 -3.56531 -2.66027
H -0.58424 -1.26353 -2.57104
H -1.35148 -2.64345 -1.73087
H -2.96532 -2.65623 -3.25902
H 0.61273 -3.31735 -5.16936
C -0.95173 -2.53963 4.38584
C -1.55768 -3.92650 4.19629
O -2.56311 -4.17545 5.15874
O -0.28506 -2.48613 5.66082
H -1.77913 -1.82392 4.41594
H -0.23338 -2.27750 3.60588
H -0.78454 -4.69631 4.22261
H -1.99903 -3.91890 3.19325
H -2.30241 -4.93972 5.67356
H -0.23728 -1.55199 5.88539
C 3.30731 -3.39943 -2.96100
C 3.51865 -2.48096 -1.75690
C 2.51300 -1.33463 -1.73644
O 3.39528 -3.21320 -0.53607
H 2.41898 -4.02139 -2.87612
H 4.18133 -4.05462 -3.07957
H 3.26501 -2.89363 -3.92559
H 4.48917 -1.98203 -1.83799
H 2.35780 -0.78317 -2.66241
H 2.86238 -0.60171 -1.01012
H 1.54007 -1.76141 -1.47088
H 3.88164 -4.03938 -0.64654
C -4.26690 4.24128 -0.13264
C -3.29191 4.10247 -1.30944
C -2.80213 2.67840 -1.60196
O -3.84814 4.69774 -2.46965
H -4.46055 5.29949 0.03618
H -3.84569 3.80423 0.77327
H -5.22851 3.74185 -0.28070
H -2.45102 4.75024 -1.01038
H -2.18210 2.25899 -0.81233
H -2.22201 2.74520 -2.52406
H -3.69411 2.06540 -1.74753
H -3.27568 4.48262 -3.21268
C 1.48806 -0.04865 1.40332
C 0.26468 0.24482 0.54842
C -0.72091 -0.91241 0.59622
O -0.30131 1.45286 1.02263
H 2.15774 0.80997 1.28040
H 2.07777 -0.93528 1.19172
H 1.19916 -0.04514 2.45833
H 0.62189 0.28018 -0.48917
H -0.22457 -1.82061 0.25567
H -1.58670 -0.73919 -0.04923
H -1.06811 -1.03091 1.62715
H -1.25178 1.35334 1.17206
```

## Properties
Frontier orbital gap (Ha): 0.3677
M (g/mol): 500.6
Relative energy (zero: lowest compared OMol25 entry of this formula, charge and spin) (kJ/mol): 43.80
Energy (Eh): -1809.8239